Formula: C28H39BCl3N7S3SiZn
Source: the Open Molecules 2025 dataset
Level of theory: the ωB97M-V functional and the def2-TZVPD basis

```
83
C28H39BCl3N7S3SiZn | the Open Molecules 2025 dataset | the ωB97M-V functional and the def2-TZVPD basis
Zn 0.703 0.030 2.580
Cl 2.115 -4.134 2.222
Cl 0.398 -3.275 -0.953
Cl 2.715 -1.195 -0.907
S 1.561 1.527 -1.409
S -3.116 -2.752 -0.359
S -1.961 0.408 -0.043
Si 0.830 -0.508 -0.256
N -0.857 -0.096 -2.477
N -3.014 1.086 -2.399
N 3.393 1.359 2.186
N 0.202 3.924 -1.072
N 0.457 -3.207 -2.695
N -4.567 0.979 -0.861
N -0.912 2.434 -2.229
C -4.594 1.924 1.402
C -0.077 -0.775 -3.381
C -5.243 0.897 0.475
C 2.517 -4.674 -1.862
C 2.126 -5.011 0.626
C 0.235 2.644 -1.538
C -6.718 1.241 0.298
C 5.479 1.067 0.687
C 0.453 -2.046 -3.346
C 0.356 4.973 1.124
C -1.663 3.594 -2.196
C 2.430 4.033 0.146
C -0.865 -0.396 -1.206
C -3.250 0.835 -1.111
C 7.731 0.759 -0.888
C 6.481 0.873 -1.480
C 4.321 1.233 1.520
C 7.857 0.799 0.495
C 1.650 -4.395 -0.652
C -4.212 1.360 -3.010
C 1.114 4.724 -0.180
C 5.349 1.027 -0.696
C -5.117 -0.516 1.033
C -2.301 -4.059 -0.834
C -5.176 1.304 -2.064
C -0.982 4.507 -1.486
C 1.427 6.038 -0.900
C 6.733 0.953 1.288
B -1.560 1.197 -2.944
H 1.913 5.840 -1.856
H -2.032 -4.209 -1.877
H 0.124 4.025 1.612
H 1.971 -5.095 -2.702
H 3.244 -5.426 -1.549
H -7.229 0.516 -0.336
H -5.499 -1.248 0.321
H 0.545 6.652 -1.079
H -5.097 1.901 2.368
H -5.705 -0.583 1.949
H 6.814 0.980 2.366
H 8.611 0.635 -1.506
H 1.685 -5.976 0.887
H 2.110 6.619 -0.281
H 6.383 0.833 -2.557
H 3.185 -5.136 0.427
H 3.077 -3.806 -2.244
H 0.951 -2.268 -4.293
H -1.600 1.350 -4.131
H -4.089 -0.775 1.278
H 8.830 0.706 0.957
H 0.982 5.559 1.797
H -4.274 1.572 -4.063
H 4.370 1.103 -1.145
H -2.620 3.673 -2.679
H -1.240 5.520 -1.244
H -6.232 1.466 -2.145
H 3.001 4.711 0.783
H 3.016 3.835 -0.751
H 0.103 -3.623 1.491
H -4.684 2.930 0.988
H -7.189 1.213 1.279
H -3.540 1.712 1.580
H -6.859 2.244 -0.108
H 2.281 3.107 0.694
H -2.053 -4.872 -0.152
H 0.106 -0.225 -4.290
H -0.593 -3.442 1.718
H -0.573 5.522 0.961
```

Output
Spin multiplicity: 1
Calculated total energy in Ha: -6142.1803
Maximum force in eV Å⁻¹: 1.38
Gap between HOMO and LUMO (spin up / spin down) in Ha: 0.1777 / 0.1776
Energy above the lowest of the compared OMol25 structures with the same formula, charge and spin in kcal/mol: 363.7